No. 1
{
  "formula": "C4H4N2O2",
  "method": "ωB97M-V/def2-TZVPD",
  "symbols": ["C", "C", "C", "C", "H", "H", "H", "H", "N", "N", "O", "O"],
  "positions_angstrom": [[-0.643, 0.003, 0.681], [0.116, -1.406, 0.441], [1.257, -0.450, -0.146], [-1.966, 0.127, -0.049], [0.512, 2.644, 0.749], [-0.941, 0.372, 1.724], [0.569, -1.818, 1.431], [0.058, -2.311, -0.303], [0.532, 0.626, 0.281], [-3.004, -0.297, -0.682], [0.712, 1.837, -0.218], [2.353, -0.691, -0.577]],
  "energy_ha": -414.6014,
  "multiplicity": 1
}



No. 2
{
  "formula": "C7H12N4O3S",
  "method": "ωB97M-V/def2-TZVPD",
  "symbols": ["C", "N", "O", "O", "C", "C", "C", "S", "C", "H", "H", "H", "H", "H", "H", "H", "H", "H", "H", "N", "C", "C", "N", "N", "O", "H", "H"],
  "positions_angstrom": [[-0.118, -2.906, 0.844], [0.259, -2.355, -0.218], [0.360, -1.073, -0.406], [0.292, -0.127, 0.812], [1.357, 0.720, 0.682], [1.454, 1.515, 1.940], [2.724, 2.389, 1.660], [2.363, 3.207, 0.032], [1.506, 1.627, -0.489], [-0.002, -3.987, 0.894], [-0.514, -2.239, 1.633], [2.326, 0.095, 0.667], [1.566, 0.844, 2.711], [0.549, 2.014, 2.126], [2.975, 3.166, 2.459], [3.611, 1.686, 1.660], [2.214, 1.244, -1.226], [0.586, 2.092, -1.002], [-2.996, 0.395, -3.950], [-2.894, -0.596, -3.537], [-2.821, -0.701, -2.296], [-2.671, -2.042, -1.565], [-2.388, -1.782, -0.346], [-2.385, -0.491, -0.147], [-2.739, 0.224, -1.318], [-2.723, -2.933, -2.134], [-1.890, 0.016, 0.514]],
  "energy_ha": -1116.5509,
  "multiplicity": 1,
  "smiles": "C=NOO[C@@H]1CCSC1.[H]/N=c1/cn[nH]o1"
}



No. 3
{
  "formula": "C21H31N3O4",
  "method": "ωB97M-V/def2-TZVPD",
  "symbols": ["C", "O", "C", "C", "C", "N", "C", "C", "C", "C", "C", "O", "C", "N", "C", "O", "N", "C", "C", "C", "C", "C", "C", "C", "C", "O", "C", "C", "H", "H", "H", "H", "H", "H", "H", "H", "H", "H", "H", "H", "H", "H", "H", "H", "H", "H", "H", "H", "H", "H", "H", "H", "H", "H", "H", "H", "H", "H", "H"],
  "positions_angstrom": [[3.468, -3.317, -3.076], [2.302, -2.633, -3.454], [1.287, -2.690, -2.476], [0.062, -1.972, -3.060], [-0.735, -2.878, -3.998], [-0.784, -1.378, -2.046], [-1.231, -0.074, -2.116], [-0.856, 0.865, -3.208], [-2.030, 0.167, -1.039], [-2.101, -1.036, -0.282], [-2.851, -1.250, 0.938], [-3.212, -2.332, 1.353], [-3.211, 0.022, 1.714], [-2.081, 0.904, 1.883], [-2.105, 2.252, 1.501], [-3.042, 2.817, 0.996], [-0.888, 2.756, 1.796], [-0.020, 1.809, 2.451], [0.233, 2.184, 3.922], [1.135, 3.408, 4.040], [2.454, 3.174, 3.312], [2.203, 2.830, 1.847], [1.316, 1.591, 1.715], [1.086, 1.222, 0.253], [-0.878, 0.541, 2.410], [-0.558, -0.556, 2.788], [-1.324, -1.977, -0.950], [-1.056, -3.369, -0.507], [4.173, -3.208, -3.897], [3.901, -2.892, -2.162], [3.268, -4.383, -2.905], [1.064, -3.737, -2.234], [1.619, -2.181, -1.557], [0.474, -1.150, -3.654], [-1.172, -3.716, -3.463], [-0.071, -3.260, -4.769], [-1.538, -2.316, -4.469], [0.219, 1.048, -3.226], [-1.159, 0.488, -4.184], [-1.360, 1.813, -3.037], [-2.544, 1.084, -0.837], [-3.978, 0.587, 1.175], [-3.601, -0.279, 2.692], [-0.670, 3.730, 1.685], [0.700, 1.327, 4.410], [-0.725, 2.373, 4.412], [1.323, 3.615, 5.095], [0.633, 4.281, 3.618], [3.082, 4.064, 3.382], [2.987, 2.349, 3.790], [3.154, 2.641, 1.345], [1.728, 3.675, 1.344], [1.805, 0.748, 2.215], [2.040, 1.083, -0.251], [0.519, 0.297, 0.180], [0.534, 2.003, -0.264], [-0.049, -3.464, -0.101], [-1.764, -3.614, 0.279], [-1.173, -4.084, -1.319]],
  "energy_ha": -1284.1167,
  "multiplicity": 1,
  "smiles": "COC[C@@H](C)n1c(C)cc(C(=O)CN2C(=O)N[C@@]3(CCCC[C@@H]3C)C2=O)c1C"
}



No. 4
{
  "formula": "C26H20ClF3N2O5S3",
  "method": "ωB97M-V/def2-TZVPD",
  "symbols": ["Cl", "C", "C", "C", "C", "N", "C", "C", "C", "C", "C", "C", "C", "C", "O", "C", "H", "H", "H", "H", "H", "H", "H", "H", "H", "H", "F", "C", "F", "F", "S", "N", "S", "C", "C", "C", "C", "C", "C", "O", "O", "S", "C", "C", "C", "C", "C", "C", "O", "O", "H", "H", "H", "H", "H", "H", "H", "H", "H", "H"],
  "positions_angstrom": [[0.164, -5.130, -1.537], [0.049, -3.722, -2.499], [-0.447, -3.769, -3.804], [-0.364, -2.606, -4.572], [0.106, -1.429, -4.027], [0.391, -1.363, -2.706], [0.744, -0.071, -2.051], [2.272, -0.027, -1.860], [2.996, 1.254, -1.674], [4.181, 1.202, -0.916], [4.860, 2.367, -0.580], [4.423, 3.598, -1.087], [3.317, 3.645, -1.944], [2.588, 2.487, -2.197], [2.865, -1.097, -1.722], [0.483, -2.519, -1.963], [-0.929, -4.684, -4.148], [-0.612, -2.609, -5.630], [0.253, -0.496, -4.588], [0.266, 0.791, -2.512], [4.558, 0.234, -0.584], [5.726, 2.323, 0.092], [4.924, 4.524, -0.801], [2.997, 4.589, -2.390], [1.718, 2.516, -2.840], [0.906, -2.463, -0.970], [-4.448, 2.831, 1.397], [-3.182, 2.343, 1.575], [-2.367, 3.401, 1.787], [-3.160, 1.576, 2.708], [-2.612, 1.359, 0.034], [-1.268, 0.528, 0.932], [0.060, 0.963, 0.245], [1.367, 1.037, 1.422], [1.913, 2.311, 1.626], [3.023, 2.429, 2.450], [3.491, 1.312, 3.141], [2.851, 0.070, 3.019], [1.783, -0.081, 2.132], [0.378, -0.317, -0.669], [0.151, 2.167, -0.534], [-2.219, -1.539, 0.249], [-3.742, -1.829, 1.237], [-3.592, -2.568, 2.411], [-4.582, -2.485, 3.393], [-5.749, -1.748, 3.155], [-5.956, -1.161, 1.901], [-4.951, -1.208, 0.926], [-2.507, -1.286, -1.159], [-1.279, -2.595, 0.599], [1.487, 3.167, 1.111], [3.501, 3.404, 2.545], [4.353, 1.408, 3.804], [3.178, -0.776, 3.616], [1.270, -1.033, 1.980], [-2.697, -3.171, 2.558], [-4.425, -2.984, 4.350], [-6.507, -1.657, 3.938], [-6.903, -0.662, 1.684], [-5.094, -0.751, -0.055]],
  "energy_ha": -3442.6015,
  "multiplicity": 1
}



| no. | HOMO energy (eV) |
| --- | --- |
| 1 | -10.169 |
| 2 | -8.526 |
| 3 | -8.035 |
| 4 | -4.936 |